1.
Below is a molecular structure, C32H50F9GeN4O4PTi in a non-equilibrium geometry, with properties calculated with ωB97M-V/def2-TZVPD.

The geometry in ORCA input format:
```
! wB97M-V def2-TZVPD RIJCOSX def2/J DEFGRID3
* xyz 2 3
Ge -1.830 0.214 -0.089
Ti 0.887 0.286 -0.240
P 0.949 -2.264 -0.122
F 0.956 2.714 -3.440
F -1.406 -0.147 -4.732
F -0.005 -1.755 -4.502
F 0.167 1.827 -5.255
F -1.245 -1.149 -2.847
F 1.936 -0.432 -5.245
F 2.764 1.099 -3.996
F -1.082 2.070 -3.495
F 2.588 -0.908 -3.239
O 1.134 -2.546 -1.665
O 0.065 -3.469 0.428
O 0.664 0.415 -2.022
O 2.409 -2.692 0.443
N 1.249 0.324 1.874
N 0.971 2.526 -0.253
N 1.579 2.901 2.770
N 3.055 0.232 -0.114
C 0.557 0.353 -3.403
C -2.917 1.266 -1.355
C 3.813 1.289 -0.833
C -3.334 1.598 2.131
C 2.155 3.226 -0.827
C -4.297 1.639 3.126
C 3.610 0.033 1.247
C 2.873 -5.064 0.898
C -3.590 -0.784 1.982
C -4.618 1.235 -3.055
C 0.996 3.927 1.904
C 0.213 3.384 0.703
C -4.759 2.611 -2.936
C 3.500 2.700 -0.339
C 0.138 1.764 -3.936
C -4.907 0.466 3.555
C 0.426 -4.772 -2.487
C -0.535 -0.699 -3.892
C -3.994 3.316 -2.015
C 0.244 0.095 2.956
C -2.301 -4.012 0.439
C -2.966 0.385 1.552
C -3.064 2.647 -1.238
C -1.146 -3.411 1.210
C -3.683 0.563 -2.281
C 2.527 -0.305 2.263
C 0.756 2.448 3.912
C 1.570 -3.811 -2.248
C -4.570 -0.742 2.964
C -0.303 1.410 3.520
C 2.663 -3.680 1.474
C 1.975 0.013 -4.007
H 3.678 -5.048 0.163
H -2.471 3.213 -0.527
H -5.459 3.137 -3.572
H 1.963 -5.428 0.424
H 4.098 0.957 1.547
H 2.080 4.290 -0.597
H 0.255 3.295 4.392
H -0.993 1.847 2.807
H -4.122 4.385 -1.902
H -5.645 0.495 4.345
H 1.841 -3.685 2.194
H 4.373 -0.746 1.244
H -3.571 -0.509 -2.390
H -0.957 -3.981 2.120
H -0.354 -4.305 -3.087
H -0.887 1.180 4.412
H 0.323 2.400 -1.034
H -2.920 2.536 1.777
H -2.067 -5.033 0.139
H 0.711 -0.464 3.769
H 3.563 2.763 0.749
H -3.346 -1.735 1.520
H -2.520 -3.428 -0.456
H 2.328 -4.251 -1.601
H -5.227 0.684 -3.759
H 1.469 1.347 1.961
H 2.137 3.136 -1.909
H 3.194 -0.637 -0.632
H -1.356 -2.375 1.489
H -0.641 2.801 1.051
H 3.574 1.232 -1.892
H 4.883 1.091 -0.732
H -2.234 -1.232 -0.442
H -4.583 2.590 3.556
H 4.268 3.359 -0.746
H 0.304 4.573 2.458
H 3.154 -5.748 1.698
H -0.004 -5.121 -1.551
H 2.035 -3.529 -3.190
H 3.568 -3.343 1.979
H 0.815 -5.630 -3.035
H -3.187 -4.037 1.073
H 1.434 2.014 4.650
H -0.586 -0.507 2.581
H 1.801 4.568 1.544
H -0.176 4.258 0.169
H 2.390 -1.374 2.362
H 2.849 0.069 3.241
H -5.071 -1.654 3.262
H 2.459 3.243 3.135
*
```

The calculation puts the total energy at -5935.49684 hartree. The HOMO energy (spin up / spin down) is -13.9 / -13.7 eV. The calculation puts the lowest unoccupied orbital energy (spin up / spin down) at -5.44 / -8.30 eV.

Mulliken population analysis, charges in e, atoms 1 to 5: 1.82, -0.90, 1.30, -0.30, -0.31

2.
Below is 10 unconnected molecules or ions with the total composition C32H51BCl8N5O8 in a non-equilibrium geometry, with properties calculated with ωB97M-V/def2-TZVPD.

The geometry in ORCA input format:
```
! wB97M-V def2-TZVPD RIJCOSX def2/J DEFGRID3
* xyz -1 1
Cl 2.487 -5.054 5.351
Cl 5.239 -0.784 -4.393
Cl 0.118 -6.659 3.194
Cl -0.411 1.352 -4.316
Cl -1.540 -4.532 -0.036
Cl 2.529 0.934 -6.026
Cl 4.515 -2.657 4.604
Cl 5.721 2.258 -3.130
O 2.594 -1.436 -1.573
O -1.160 3.552 0.709
O -0.069 -0.714 0.649
O -1.520 0.462 -0.914
O 0.033 1.623 0.311
O 0.802 0.034 -1.426
O -3.155 1.999 -0.950
O 1.532 -2.313 1.015
N 4.974 0.111 0.935
N 1.596 4.872 1.496
N -3.620 5.357 1.063
N -2.854 2.796 3.589
N -2.555 -2.062 -3.098
C -2.889 -1.018 -3.436
C -2.216 0.354 2.861
C 1.941 -0.003 -4.612
C -1.457 -5.336 1.546
C 5.744 -0.438 -2.817
C 1.629 -0.913 -0.990
C 2.021 4.299 0.642
C 0.424 -0.177 -4.673
C -6.179 2.984 1.649
C -5.766 -0.660 -4.282
C 4.752 -2.523 0.912
C 7.219 -2.646 0.192
C -4.552 4.755 0.814
C -2.561 1.717 3.285
C -3.293 0.324 -3.940
C 6.149 -3.242 1.102
C 2.249 4.166 -1.840
C 1.989 -3.687 4.364
C 5.199 0.859 -2.188
C 0.697 4.095 -2.135
C -5.787 4.002 0.541
C -0.047 -5.364 1.966
C -0.966 2.409 0.206
C -6.265 3.567 3.041
C 1.059 -1.369 0.360
C -3.948 -0.685 4.327
C 2.635 3.565 -0.520
C 4.878 -1.038 0.930
C -4.810 0.534 -3.964
C 2.792 -2.436 4.817
C -2.049 1.587 -0.619
C -2.490 -0.574 4.034
B -0.209 0.354 -0.363
H -5.802 -1.424 -3.505
H 2.596 -2.118 5.841
H 4.041 -2.837 1.676
H 0.378 4.616 -3.038
H -1.146 0.210 2.714
H -2.834 1.062 -3.282
H -4.523 -0.885 3.424
H -1.931 -0.339 4.940
H 2.803 3.656 -2.628
H -5.306 3.610 3.558
H -7.173 2.650 1.352
H 4.247 -2.770 -0.023
H 2.271 0.461 -3.683
H 0.637 -5.678 1.177
H 2.378 2.506 -0.552
H -5.609 3.501 -0.411
H -2.244 -4.947 2.192
H 2.550 -1.661 4.090
H 6.154 -4.328 1.007
H 6.831 -0.387 -2.884
H 3.692 3.544 -0.256
H 0.913 -3.544 4.457
H -1.793 -6.356 1.361
H 0.417 3.046 -2.234
H 5.486 -1.303 -2.205
H -4.070 -1.499 5.042
H 6.418 -2.999 2.130
H 0.225 -0.595 -5.660
H 2.161 -4.002 3.335
H 4.110 0.822 -2.197
H 7.308 -1.569 0.327
H 5.713 1.006 -1.238
H 0.031 4.473 -1.359
H -6.611 4.592 2.909
H -5.450 2.175 1.607
H 6.992 -2.837 -0.857
H -5.483 -1.200 -5.186
H -2.132 -1.571 3.777
H 0.034 -0.907 -3.963
H -6.770 -0.289 -4.485
H -6.558 4.767 0.457
H -2.808 -0.004 2.019
H -4.453 0.208 4.693
H -2.918 0.535 -4.941
H -5.047 1.332 -4.669
H 8.184 -3.139 0.310
H -5.104 0.893 -2.978
H -7.035 3.128 3.675
H 0.258 -4.425 2.429
H 2.451 5.230 -1.961
H 2.366 -1.006 -4.570
*
```

The calculation puts the total energy at -5832.29560 hartree. The HOMO energy is -7.4 eV. The calculation puts the lowest unoccupied orbital energy at 2.02 eV.

Mulliken population analysis, charges in e, atoms 1 to 5: -0.19, -0.17, -0.22, -0.19, -0.17